Entry 1:
The following is a DFT calculation (ωB97M-V/def2-TZVPD) of one molecule with the formula C23H32N4O4S in a non-equilibrium geometry.

Geometry as XYZ:
```
64
Properties=species:S:1:pos:R:3
C -1.63361 -2.80874 -0.35036
H -1.62578 -3.50524 -1.18533
H -1.12350 -1.89802 -0.65944
H -1.07857 -3.25165 0.47329
C -3.06535 -2.49603 0.07527
C -3.85520 -1.87363 -1.07933
C -5.27616 -1.52916 -0.62844
N -5.28903 -0.69207 0.54471
S -5.42950 0.94353 0.33680
O -6.42943 1.15358 -0.66759
O -5.59984 1.52143 1.63477
C -3.86097 1.52303 -0.33229
C -2.82640 1.81402 0.52155
C -1.58952 2.19209 -0.00805
C -1.42456 2.29420 -1.40383
C -2.50678 2.01442 -2.24987
C -3.71258 1.62695 -1.71252
H -4.56785 1.41232 -2.33415
H -2.36350 2.11324 -3.31377
N -0.22678 2.67143 -1.95130
C 0.73770 2.93704 -1.15568
N 0.69989 2.85107 0.19959
C -0.45923 2.45880 0.87507
O -0.46510 2.33621 2.08326
C 1.88834 3.16439 0.96839
H 2.14287 4.22080 0.83846
H 1.65896 2.98407 2.02210
C 3.10967 2.36037 0.50419
O 4.07161 2.94928 0.04633
N 3.04948 1.01883 0.61260
C 1.92348 0.29464 1.15293
H 1.43908 0.84594 1.95601
H 2.27425 -0.64908 1.56470
H 1.17988 0.07589 0.37910
C 4.17477 0.24353 0.09520
C 4.97233 -0.43219 1.21213
C 6.19994 -1.11711 0.61728
C 5.78482 -2.13653 -0.43963
C 4.96484 -1.46602 -1.53804
C 3.73328 -0.78515 -0.94569
H 3.16236 -0.28958 -1.73417
H 3.09416 -1.54131 -0.48517
H 4.65511 -2.20690 -2.27753
H 5.58019 -0.72120 -2.04647
H 6.67155 -2.60261 -0.87244
H 5.18912 -2.92378 0.02871
H 6.76575 -1.61061 1.40958
H 6.84669 -0.36471 0.16193
H 5.27652 0.31761 1.94452
H 4.35945 -1.17859 1.72256
H 4.82633 0.97721 -0.39134
H 1.68212 3.25104 -1.58192
H -2.96263 1.76710 1.59104
C -4.51926 -1.18629 1.65926
C -3.08181 -1.53809 1.26929
H -2.53564 -0.62988 1.00713
H -2.58307 -1.99559 2.12534
H -4.54779 -0.41269 2.42657
H -5.02348 -2.08011 2.04559
H -5.82483 -0.99231 -1.40237
H -5.81964 -2.45149 -0.39173
H -3.34522 -0.96889 -1.41804
H -3.90382 -2.56922 -1.91882
H -3.55813 -3.42960 0.37012
```

- relative energy (zero: lowest compared OMol25 entry of this formula, charge and spin) (kJ/mol) = 158.9
- LUMO (hartree) = -0.0031
- SMILES = CC1CCN(S(=O)(=O)c2ccc3ncn(CC(=O)N(C)C4CCCCC4)c(=O)c3c2)CC1
- HOMO-LUMO gap (Eh) = 0.331

natural (NBO) analysis output, partial charges in e: -0.597, 0.210, 0.200, 0.208, -0.219, -0.418, -0.227, -0.678, 2.340, -0.941, -0.935, -0.356, -0.147, -0.146, 0.168, -0.212, -0.159, 0.247, 0.237, -0.467, 0.311, -0.422, 0.651, -0.607, -0.324, 0.238, 0.266, 0.666, -0.628, -0.426, -0.423, 0.230, 0.213, 0.192, -0.054, -0.408, -0.395, -0.396, -0.393, -0.410, 0.214, 0.194, 0.210, 0.199, 0.211, 0.192, 0.211, 0.199, 0.218, 0.190, 0.245, 0.208, 0.261, -0.230, -0.409, 0.201, 0.214, 0.239, 0.197, 0.236, 0.198, 0.203, 0.215, 0.193


Entry 2:
The following is a DFT calculation (ωB97M-V/def2-TZVPD) of C23H33Cl2IrN4O4 as an isolated structure in a non-equilibrium geometry.

Geometry as XYZ:
```
67
Properties=species:S:1:pos:R:3
O 0.34899 0.23120 -1.33031
C -0.60501 0.48360 -2.32191
C -0.31881 1.77680 -3.04931
C 0.54419 2.72680 -2.51411
H 1.03819 2.49840 -1.58151
C 0.77619 3.92870 -3.16731
H 1.44179 4.66240 -2.72831
C 0.15609 4.19440 -4.38091
H 0.33419 5.13140 -4.89311
C -0.69061 3.24320 -4.93611
H -1.17211 3.43590 -5.88641
C -0.92511 2.04780 -4.27231
H -1.58961 1.30990 -4.70511
H -0.58881 -0.31580 -3.07111
C -2.41501 -0.94780 -1.33781
C -1.97591 0.44380 -1.65961
H -3.49491 -1.06190 -1.29161
H -1.98711 -1.27070 -0.39041
H -2.04091 -1.64320 -2.09321
C -2.65581 1.55740 -1.37781
C -3.97651 1.67440 -0.69531
H -2.22471 2.50220 -1.69131
H -4.73981 2.13990 -1.31271
H -3.89061 2.26490 0.22029
H -4.34951 0.69370 -0.38841
Ir 0.15789 0.17380 0.53419
Cl 0.74849 2.38200 0.94189
Cl -2.11201 0.62260 0.65809
H 4.78019 1.52930 -2.23341
H 5.11499 1.86580 0.45039
C 3.73449 1.53420 -1.92961
C 4.03619 1.72350 0.51039
N 3.58919 0.93160 -0.62211
H 3.15339 0.98270 -2.66341
C 2.87709 -0.17380 -0.45461
O 2.18699 -0.44740 0.54289
H 3.76679 1.22340 1.43179
H 2.96059 -0.88360 -1.28841
H 3.37869 2.56420 -1.89941
H 3.53909 2.68990 0.48689
H -0.43691 -5.17140 1.14349
H 1.45629 -5.56540 -0.79021
C -0.87351 -4.59400 0.32789
C 0.93329 -4.79190 -1.35181
N 0.16429 -3.95700 -0.45431
H -1.53591 -3.84040 0.74029
C 0.34189 -2.63640 -0.40751
O -0.22951 -1.89490 0.40999
H 1.65429 -4.17500 -1.87451
H 1.01679 -2.22980 -1.15881
H -1.46671 -5.25770 -0.29931
H 0.27549 -5.27390 -2.07661
N -2.17701 -1.60930 6.66559
C -2.08841 -1.45870 5.31899
O -3.00071 -1.88530 4.62569
C -0.92421 -0.78770 4.65569
C 0.16999 -0.28130 5.38139
C 1.22789 0.32800 4.71669
C 1.19369 0.44370 3.33219
N 0.13559 -0.02780 2.61349
C -0.90351 -0.64780 3.25019
H -2.99951 -2.07420 7.07769
H -1.45481 -1.27500 7.31409
H 0.23599 -0.34910 6.45509
H 2.07379 0.71130 5.27339
H 2.02309 0.91580 2.83499
H -1.72221 -1.04030 2.66659
```

- relative energy (zero: lowest compared OMol25 entry of this formula, charge and spin) (kJ/mol) = 117.6
- LUMO (alpha / beta) (hartree) = 0.0023 / -0.0561
- multiplicity = 5
- HOMO-LUMO gap (alpha / beta) (Eh) = 0.139 / 0.234

Löwdin analysis output, partial charges in e: -0.382, -0.333, -0.187, -0.059, 0.026, -0.069, 0.106, -0.089, 0.100, -0.084, 0.101, -0.041, 0.117, 0.151, -0.120, -0.354, 0.090, 0.005, 0.091, -0.198, -0.168, 0.134, 0.084, 0.068, 0.058, 1.080, 0.093, 0.622, 0.090, 0.094, -0.038, -0.052, -0.168, 0.093, -0.333, -0.164, 0.076, 0.141, 0.087, 0.060, 0.104, 0.098, -0.011, -0.031, -0.161, 0.095, -0.255, -0.167, 0.089, 0.133, 0.096, 0.095, 0.141, -0.531, -0.005, -0.152, -0.110, -0.101, -0.234, -0.219, -0.095, 0.117, 0.091, 0.073, 0.096, 0.040, 0.076


Entry 3:
The following is a DFT calculation (ωB97M-V/def2-TZVPD) of a 2-piece molecular cluster, C23H33ClF9N3O2SSi overall in a non-equilibrium geometry.

Geometry as XYZ:
```
73
Properties=species:S:1:pos:R:3
C 4.27068 -1.29865 1.49861
Si 3.10775 0.06122 0.90743
C 1.81641 0.39648 2.26471
C 2.15774 -0.51080 -0.65730
C 2.77084 -1.78982 -1.29103
C 2.29343 -1.96464 -2.74137
C 0.77671 -2.22365 -2.78457
C 0.34555 -3.50184 -2.01754
C -0.63004 -3.12982 -0.85505
C 0.03269 -3.34234 0.51958
C -0.74211 -2.74610 1.72917
N -2.14895 -2.38111 1.44373
C -3.04657 -2.58614 2.59998
C -3.26818 -1.12463 3.21383
N -2.29939 -0.33118 2.41000
C -2.35609 -1.01425 1.19326
N -2.59633 -0.44999 0.03761
S -2.81121 1.23625 -0.13137
O -1.90814 1.98386 0.66911
O -2.59555 1.50953 -1.51420
C -4.52907 1.69583 0.40231
F -5.10780 0.57272 0.91771
F -4.53887 2.58734 1.37281
C -5.46042 2.15104 -0.77357
F -5.56147 1.17353 -1.68390
F -6.67492 2.26483 -0.20347
C -5.08993 3.55397 -1.37661
F -3.93282 4.03244 -0.89340
F -6.04041 4.42329 -0.98242
C -5.06943 3.62710 -2.93524
F -6.31050 3.56865 -3.40608
F -4.57907 4.83397 -3.24934
F -4.28088 2.73068 -3.50502
C 4.00778 1.62127 0.38991
C 5.13421 1.44657 -0.40856
C 5.83786 2.56402 -0.87821
C 5.40774 3.84053 -0.51546
C 4.26784 4.01014 0.29985
C 3.56226 2.90545 0.75512
H 3.71103 -2.24811 1.50892
H 5.11563 -1.46206 0.82189
H 4.65549 -1.14614 2.51078
H 2.01805 1.30709 2.83730
H 0.82215 0.53148 1.80774
H 1.72186 -0.44135 2.97057
H 2.20699 0.27840 -1.41728
H 1.09705 -0.63277 -0.38155
H 2.53786 -2.65291 -0.66396
H 3.85706 -1.64404 -1.33420
H 2.50222 -1.08457 -3.35913
H 2.81934 -2.81240 -3.20049
H 0.51856 -2.37741 -3.84128
H 0.23036 -1.33204 -2.46232
H -0.18969 -4.17913 -2.68595
H 1.21040 -3.99723 -1.56981
H -0.87581 -2.06655 -0.96090
H -1.55819 -3.71045 -0.89884
H 0.99928 -2.83054 0.49729
H 0.24517 -4.40795 0.64953
H -0.15262 -1.89322 2.09957
H -0.73550 -3.50197 2.51549
H -2.71903 -3.30164 3.34797
H -4.04637 -2.80674 2.21544
H -3.01513 -0.98079 4.26286
H -4.22332 -0.67501 2.94423
H -1.35508 -0.25670 2.77869
H -2.66009 -1.03295 -0.79678
H 5.45194 0.43509 -0.66412
H 6.68753 2.39088 -1.53133
H 5.95086 4.67509 -0.92218
H 3.89596 4.98810 0.56972
H 2.68568 3.03335 1.38542
Cl 6.37901 5.43949 1.14572
```

- LUMO (hartree) = -0.1312
- HOMO-LUMO gap (Eh) = 0.054

Löwdin analysis output, partial charges in e: -0.176, 0.601, -0.179, -0.237, -0.261, -0.206, -0.206, -0.166, -0.201, -0.155, -0.114, -0.049, -0.081, -0.078, 0.058, -0.298, 0.119, 0.753, -0.193, -0.211, -0.447, 0.100, 0.189, -0.364, 0.166, 0.167, -0.334, 0.168, 0.166, -0.552, 0.198, 0.184, 0.194, -0.295, -0.129, -0.090, -0.290, -0.213, -0.108, 0.022, 0.029, 0.036, 0.029, -0.001, 0.019, 0.088, 0.044, 0.075, 0.101, 0.116, 0.113, 0.106, 0.091, 0.106, 0.102, 0.062, 0.109, 0.082, 0.122, 0.105, 0.126, 0.125, 0.121, 0.130, 0.105, 0.138, 0.165, 0.082, 0.096, 0.017, 0.063, 0.083, -0.238


Calculated electronic energy in order - -1813.8653; -2440.7310; -3257.3931 a.u.